Model w:
DFT (wB97M-V/def2-TZVPD) results for 2 unconnected molecules or ions with the total composition C5H17N2O.

Computed properties:
net charge: +1
orbital gap: 11.368 eV
E_HOMO: -14.213 eV

Positions of all 25 atoms, in Å:
C 0.847 -1.265 -0.448
N -0.480 -1.512 0.108
C -0.342 -2.735 1.052
C 1.604 -0.334 0.466
N 0.759 0.944 0.342
C 0.734 1.362 -1.120
C 0.066 2.736 -1.480
H 0.935 -0.971 -1.541
H 1.400 -2.228 -0.461
H -1.076 -1.931 -0.671
H -0.012 -3.636 0.693
H -1.314 -2.861 1.439
H 0.085 -2.292 1.984
H 2.653 -0.115 0.110
H 1.819 -0.657 1.503
H 1.101 1.763 0.952
H -0.183 0.692 0.695
H 0.299 0.577 -1.785
H 1.738 1.500 -1.313
H -0.551 2.582 -2.385
H -0.678 3.034 -0.720
H 0.662 3.591 -1.778
H -2.050 -0.060 0.871
H -3.590 0.449 0.831
O -2.580 0.744 0.950

Here are the Löwdin charges for atoms 1 to 4, given in e: -0.281 -0.111 -0.052 -0.103



Model x:
DFT (wB97M-V/def2-TZVPD) results for 2 unconnected molecules or ions with the total composition C5H17N2O.

Computed properties:
net charge: +1
orbital gap: 10.298 eV
E_HOMO: -13.172 eV

Positions of all 25 atoms, in Å:
N -1.293 -0.355 -1.633
C -1.335 0.461 -0.324
C -0.978 1.897 -0.613
C -0.304 -0.284 0.616
N 0.478 -1.241 -0.149
C 1.880 -0.704 -0.352
C 0.621 -2.647 0.586
H -1.959 -1.097 -1.427
H -1.698 0.027 -2.508
H -0.232 -0.760 -1.788
H -2.364 0.242 0.052
H -1.663 2.669 -0.257
H -0.126 2.217 -0.073
H -0.673 1.985 -1.716
H 0.181 0.497 1.229
H -0.751 -0.847 1.504
H 2.369 -1.380 -1.062
H 1.952 0.365 -0.683
H 2.572 -0.717 0.449
H 1.391 -3.159 0.054
H -0.296 -3.303 0.665
H 1.171 -2.392 1.514
H 0.212 2.981 2.245
H 1.420 2.796 1.373
O 0.611 2.338 1.679

Here are the Löwdin charges for atoms 1 to 4, given in e: 0.132 -0.269 -0.051 -0.188



Model y:
DFT (wB97M-V/def2-TZVPD) results for 2 unconnected molecules or ions with the total composition C5H17N2O.

Computed properties:
net charge: +1
orbital gap: 10.418 eV
E_HOMO: -13.632 eV

Positions of all 25 atoms, in Å:
N -1.975 1.297 0.251
C -0.760 0.555 -0.175
C 0.348 1.566 -0.686
C 1.036 2.117 0.563
C 1.275 0.813 -1.648
C -0.350 -0.399 0.987
N -1.468 -1.375 1.033
H -1.857 1.676 1.188
H -2.728 0.604 0.172
H -2.196 2.052 -0.392
H -0.794 -0.236 -0.903
H -0.253 2.320 -1.167
H 1.478 3.108 0.427
H 1.887 1.530 0.808
H 0.453 2.195 1.484
H 1.002 -0.224 -1.823
H 2.307 0.934 -1.338
H 1.201 1.283 -2.620
H -0.331 0.123 1.942
H 0.593 -0.835 0.667
H -1.144 -2.283 0.739
H -1.852 -1.401 1.964
H 0.926 -5.431 -1.046
H 1.953 -5.237 0.011
O 1.248 -4.751 -0.438

Here are the Löwdin charges for atoms 1 to 4, given in e: 0.240 -0.295 -0.339 -0.065



Energies relative to the minimum, hartree: model w 0.0420; model x 0.0538; model y 0.0000



Model w:
DFT (wB97M-V/def2-TZVPD) results for 2 unconnected molecules or ions with the total composition C4H13N2.

Computed properties:
net charge: +1
orbital gap: 4.963 eV
E_HOMO: -13.479 eV

Positions of all 19 atoms, in Å:
C -0.810 1.208 0.708
C -0.493 -0.101 1.470
C 1.009 -0.330 1.680
N -1.866 1.012 -0.279
H 0.123 1.487 0.183
H -1.104 1.987 1.408
H -0.908 -0.918 0.869
H -1.005 -0.105 2.431
H 1.431 0.417 2.351
H 1.508 -0.258 0.711
H 1.211 -1.314 2.104
H -2.190 1.907 -0.642
H -1.447 0.546 -1.081
C 0.757 -1.336 -1.903
N 0.741 0.026 -1.639
H 0.655 -1.993 -1.040
H 1.460 -1.770 -2.610
H 1.207 0.510 -2.428
H -0.280 -0.973 -2.292

Here are the Löwdin charges for atoms 1 to 4, given in e: -0.274 -0.238 -0.108 0.056



Model x:
DFT (wB97M-V/def2-TZVPD) results for 2 unconnected molecules or ions with the total composition C4H13N2.

Computed properties:
net charge: +1
orbital gap: 8.852 eV
E_HOMO: -12.187 eV

Positions of all 19 atoms, in Å:
C -0.085 -2.433 1.060
N 0.890 -1.443 0.416
H 0.374 -2.992 1.855
H -0.930 -1.869 1.457
H -0.497 -3.062 0.243
H 1.458 -1.803 -0.318
H 1.525 -0.957 1.109
H 0.331 -0.650 -0.006
C 0.807 1.874 0.679
C -0.435 1.397 -0.008
C -0.411 1.139 -1.350
N -1.532 0.578 -2.030
H 1.695 1.760 0.047
H 0.765 2.915 1.001
H 1.003 1.314 1.623
H -1.343 1.291 0.620
H 0.511 1.315 -1.959
H -1.697 1.021 -2.924
H -2.429 0.604 -1.515

Here are the Löwdin charges for atoms 1 to 4, given in e: 0.009 0.137 0.091 0.097



Model y:
DFT (wB97M-V/def2-TZVPD) results for 2 unconnected molecules or ions with the total composition C4H13N2.

Computed properties:
net charge: +1
orbital gap: 5.824 eV
E_HOMO: -13.932 eV

Positions of all 19 atoms, in Å:
N 1.899 0.708 -0.688
C 0.813 -1.597 -0.754
C 0.212 -1.495 0.606
N -0.416 -0.265 1.029
C -1.294 0.389 0.045
C -1.692 1.760 0.554
H 2.316 0.916 -1.596
H 2.656 0.723 -0.005
H 1.538 -0.272 -0.708
H 0.121 -1.328 -1.558
H 1.262 -2.547 -1.051
H 1.012 -1.672 1.330
H -0.574 -2.270 0.711
H 0.359 0.377 1.183
H -2.124 -0.296 -0.142
H -0.731 0.519 -0.891
H -0.829 2.424 0.493
H -2.415 2.232 -0.110
H -2.112 1.694 1.552

Here are the Löwdin charges for atoms 1 to 4, given in e: 0.152 0.208 -0.230 -0.058



Energies relative to the minimum, hartree: model w 0.1816; model x 0.0000; model y 0.1483